This record from the OMol25 dataset describes a cluster of 2 separate species, C5H10ClN in total. The level of theory is ωB97M-V/def2-TZVPD.

CARTESIAN COORDINATES (ANGSTROEM)
C (2.6546, 0.6634, 0.2092)
C (-0.1202, -1.3726, -0.8009)
C (-1.0525, 1.0687, 0.0015)
C (0.3487, -0.3927, 1.3700)
C (-0.6887, -0.4034, 0.2548)
N (2.5954, 1.7856, -0.2748)
Cl (3.8028, -0.6854, 0.0000)
H (0.7269, -0.8773, -1.2217)
H (-0.9044, -1.3086, -1.5961)
H (-0.0536, -2.4157, -0.5263)
H (-1.0771, 1.5775, 0.8987)
H (-0.3557, 1.3453, -0.7933)
H (-2.0333, 1.0193, -0.4530)
H (0.3198, 0.4063, 2.1989)
H (0.8931, -1.2222, 1.5213)
H (-1.4741, -1.0343, 0.6666)
H (3.2444, 2.1493, -1.0125)

The gap between HOMO and LUMO (spin up / spin down) comes out at 0.26778 / 0.32972 Ha. The value obtained for the HOMO energy (spin up / spin down) is -7.946 / -8.555 eV. The value obtained for the energy relative to the best compared isomer or geometry (same formula, charge and spin) is 4.770 eV. Its total charge is 0.